No. 1
Formula: C76H90ClF36N12O4P6
Source: OMol25
Level of theory: ωB97M-V/def2-TZVPD

The geometry in XYZ format:
```
225
C76H90ClF36N12O4P6 ωB97M-V/def2-TZVPD
Cl 0.55770 -1.31912 -5.16308
P 2.32791 4.65543 1.36811
P 2.55567 -0.53648 -0.19443
P 5.44737 1.08428 -5.27569
P -3.84638 0.40296 4.44659
P -2.40601 -5.18244 -0.16650
P -4.48456 3.76716 0.13204
F 1.68988 0.77520 -0.45167
F -3.62799 1.26953 5.83948
F -5.33000 0.05319 4.93756
F 3.85170 4.55648 0.84092
F -1.13526 -5.93613 -0.96694
F -4.00368 -0.38608 3.07653
F 2.60279 3.74179 2.77692
F 0.79489 4.80315 1.86694
F -4.46498 2.15216 0.07091
F -2.52752 -4.19972 -1.46946
F 2.74443 5.89206 2.24317
F 6.57228 2.00398 -4.53757
F -3.85177 3.79106 -1.33032
F 1.96738 -1.09937 -1.65663
F -3.00956 3.58649 0.78897
F 6.54118 0.11449 -5.89620
F 1.95433 5.56932 0.05879
F -2.19607 -6.14839 1.10564
F -3.20506 -0.90277 5.16153
F 4.25976 0.19014 -5.91835
F -5.13408 3.73642 1.60665
F -4.42685 5.38659 0.14936
F 1.99429 3.31435 0.53784
F 5.44196 1.89082 -6.62825
F 5.33262 0.16430 -3.90452
F 4.28127 2.14327 -4.69039
F -3.40920 -6.22486 -0.82843
F 3.23527 0.03617 1.22261
F -3.62386 -4.47259 0.60895
F -2.35301 0.88756 4.12706
F -5.96069 3.79551 -0.50316
F 1.35116 -1.25368 0.61810
F 3.49662 -1.86028 0.03349
F 3.79001 0.16955 -0.88018
F -4.43954 1.86237 3.83211
F -1.38834 -4.15472 0.50001
O -4.78224 -0.11115 -5.87705
O -2.89551 -0.27858 -4.79702
O 1.68445 -4.66608 5.07270
O 3.71813 -4.99370 4.13775
N 6.76805 -4.29239 2.29192
N -4.00254 -1.54539 -0.58140
N 5.99620 1.93416 -0.64093
N 0.40675 7.91961 0.60280
N -9.38326 1.18039 -4.06143
N 3.40602 -3.41681 -3.93058
N -4.60393 4.80131 4.15668
N -2.27910 -3.96517 8.64541
N 2.85963 2.24377 -8.61128
N -1.15788 2.06053 -3.17660
N 1.46103 -6.73134 1.89137
N 0.47086 0.26801 3.83169
C -10.40909 1.93052 -4.69932
C 1.09349 -7.55846 3.05879
C 7.61664 -2.62349 0.85742
C -4.98087 5.84706 3.40402
C -3.14489 -1.52309 -6.82452
C -2.79779 -1.77937 0.29606
C 1.59486 -4.64487 0.78401
C 7.76180 -3.83769 1.50149
C 2.06247 1.52787 -6.52512
C 1.19025 -5.44372 1.85127
C 3.68035 1.74419 -9.75400
C -6.24527 -0.80418 -2.08631
C -1.68239 6.79157 0.70303
C 0.13714 2.47933 -2.84652
C 3.72287 -2.62563 -5.13622
C -5.10233 -1.10948 0.03851
C 5.76719 1.76417 0.69653
C 2.13005 -7.26657 0.85345
C 2.53608 -6.52328 -0.25131
C -0.38720 7.21734 2.68594
C -2.84077 -4.87074 9.64226
C 0.76441 1.19219 2.73431
C 2.29113 -5.18889 -0.29495
C 2.67375 -4.49658 -1.56502
C 2.31005 3.42908 -8.38176
C -8.64675 -0.09065 -2.17064
C -7.39168 -0.22402 -2.79779
C -8.18315 1.02288 -4.66569
C 5.59095 -3.61289 2.50285
C 4.41289 -3.74107 -3.07366
C 1.03289 2.81569 -3.83815
C -0.55361 -3.61542 7.00448
C 1.44008 8.56393 -0.27771
C -7.13964 0.29617 -4.06087
C -2.66368 6.16941 2.83240
C -3.59153 -0.58584 -5.76766
C -1.58312 2.09595 -4.44522
C -2.72486 -2.68465 8.45573
C 6.94374 -5.52348 3.06757
C -9.63709 0.60106 -2.85016
C -1.96089 1.34467 -2.22990
C 1.60818 3.71998 -7.26996
C -3.33820 4.35681 4.19695
C 6.47762 -0.39218 -0.88029
C 2.14299 -3.69008 -3.70440
C -1.00140 -2.33593 6.85197
C 5.72456 3.21163 -1.26517
C 6.30330 -0.54993 0.52118
C -1.57595 6.77138 2.07277
C -5.02643 -1.20956 -2.69967
C 5.90755 0.53108 1.30964
C -2.13274 -1.85590 7.55770
C -0.31956 0.03446 6.13122
C 1.51080 2.73865 -6.32634
C -3.98027 6.56783 2.75229
C 1.73227 -4.24091 -2.49488
C 0.36624 -1.02769 3.57275
C 4.02408 -4.24467 -1.85825
C -5.59333 4.13481 5.02112
C -2.32410 5.01709 3.53928
C 6.38669 0.87005 -1.40121
C 0.00318 -1.86949 4.58571
C 0.54927 7.84981 1.93992
C 0.18567 0.80880 5.09095
C 0.59793 2.76483 -5.15878
C -1.26575 -4.45324 7.86389
C -6.22805 -0.81364 -0.67837
C 2.73053 1.27901 -7.69191
C 5.46134 -2.33971 2.01651
C -3.92688 -1.57722 -1.91162
C -0.64509 7.32544 0.00084
C 6.47863 -1.89401 1.16141
C 2.90368 -4.52404 5.00758
C -0.68471 2.44502 -5.43872
C 3.55647 -3.66024 6.08743
C -0.37439 -1.36933 5.87320
H -2.51220 1.67409 -4.72771
H -6.18925 0.21587 -4.60920
H -1.33397 0.88087 -1.47168
H 1.16215 4.69002 -7.12806
H -1.32584 4.57346 3.59065
H -5.01682 -1.19135 1.12014
H -6.10231 4.90231 5.57323
H -0.97648 2.28277 -6.46973
H 2.03299 -7.93355 3.52411
H -2.51980 -0.84342 0.76958
H 1.02742 9.14387 -1.09521
H 4.69139 3.50322 -1.09814
H 0.70725 -5.00682 2.73794
H -3.63413 -2.40465 8.98798
H 4.85253 -4.15498 3.17530
H 3.19377 -6.98521 -0.96984
H -3.44786 -4.32326 10.35478
H 2.48199 4.18029 -9.15406
H 3.15232 -1.72271 -5.26449
H -2.48013 0.54285 -2.72847
H 2.32823 -8.33531 0.88557
H 0.33096 2.35943 -1.81086
H -10.55722 0.92612 -2.32452
H 3.38119 0.76602 -10.07141
H 6.15203 -6.25981 2.82449
H 2.07454 3.12609 -3.61749
H 8.46210 -2.25658 0.23782
H -2.63138 -0.91820 7.30566
H 4.82242 -4.49133 -1.14223
H 3.12349 0.29629 -7.85340
H -2.04673 -5.40463 10.22117
H -2.73784 -0.88535 -7.63132
H -2.98148 -1.94235 -2.36873
H -0.19550 1.48152 2.25347
H -0.60398 0.44487 7.10843
H 1.44928 0.69560 2.04142
H -0.63621 7.42882 -1.05963
H -3.96036 -2.04845 -7.28774
H 5.83170 3.09616 -2.39185
H 0.32572 -4.03103 6.47955
H 3.61130 2.43410 -10.57943
H 1.96427 0.64886 -5.86744
H 0.41616 1.86929 5.25409
H 2.81720 -3.05035 6.64253
H 5.45987 -3.53759 -3.27712
H 5.74556 0.52640 2.37111
H 4.10016 -4.27525 6.84462
H -3.53928 -5.55342 9.10182
H 1.28292 -3.59899 0.72470
H -1.98797 -2.17416 -0.35155
H -1.10511 -5.53892 8.01087
H -5.08020 3.42516 5.67760
H 6.73258 -1.18731 -1.59350
H 1.43014 -3.48515 -4.48673
H -4.21637 7.48438 2.20134
H 0.49454 -8.39826 2.62034
H -8.86005 -0.53097 -1.25405
H 0.10673 -2.96743 4.51107
H 6.46874 3.95202 -0.98510
H 4.54990 -1.76327 2.12264
H 0.67263 -4.53337 -2.37746
H -4.84603 -1.18700 -3.74445
H 6.86876 -5.27997 4.09603
H 0.39310 -6.97557 3.65785
H 5.33637 2.62769 1.23553
H 2.21197 7.88567 -0.64439
H 4.69999 1.69192 -9.44423
H -2.31642 -2.19148 -6.55219
H -0.15444 7.11059 3.76386
H 4.29642 -2.99631 5.70100
H 4.75800 -2.33789 -5.16534
H -2.64541 2.00315 -1.69527
H 0.67796 -1.33958 2.60047
H -11.45160 1.49800 -4.73447
H -10.50028 3.02138 -4.35263
H 8.60879 -4.49625 1.31553
H -2.57663 6.44175 0.24719
H -2.93185 -2.51950 1.01185
H -10.07876 2.05238 -5.74502
H -7.04375 -0.37592 -0.15766
H 3.62001 -3.27995 -6.00002
H -8.13726 1.45338 -5.67167
H 1.89654 9.38633 0.29669
H -6.34821 3.54417 4.44742
H -3.21153 3.50085 4.82472
H 6.61145 1.03722 -2.42670
H 1.40493 8.37988 2.26096
H 7.87131 -6.06999 2.86891
H -5.98619 6.17162 3.38823
H 1.26167 2.06183 3.14707
```

## Properties
- E_HOMO: -11.49 eV
- Charge: +3
- Molar mass: 2140.9 g mol⁻¹
- Orbital gap: 4.83 eV

***

No. 2
Formula: C22H26MnN4O
Source: OMol25
Level of theory: ωB97M-V/def2-TZVPD

The geometry in XYZ format:
```
54
C22H26MnN4O ωB97M-V/def2-TZVPD
Mn -0.12238 0.42574 -0.09129
O -2.29406 0.39546 -0.04106
N 1.21994 -1.44907 0.52267
N 1.87792 1.36486 0.23083
N -0.27972 0.06800 2.21470
N 0.19578 -0.26747 -2.14123
C -3.30271 -0.29785 0.08280
C 1.18298 -0.96990 -2.70309
C -0.79570 0.96389 3.05361
C -0.83696 -0.61648 4.83480
C 2.19532 2.64452 -0.00972
C -0.24406 0.79947 -4.23784
C 2.53185 -0.91638 0.95699
C 2.03125 -1.86997 -1.84281
C -1.09289 0.66689 4.37189
C 1.48452 -0.83832 -4.05690
C 4.48195 2.28480 0.55670
C 4.16741 0.95196 0.76104
C 2.85265 0.52208 0.60261
C 0.76847 0.05407 -4.83250
C -3.18589 -1.69675 0.60019
C 1.37808 -2.42147 -0.57690
C 0.57604 -2.13086 1.66363
C -0.00260 -1.15859 2.66430
C -4.65431 0.20190 -0.27285
C 3.47244 3.14781 0.15113
C -0.50075 0.59665 -2.89753
C -0.27456 -1.54285 3.97187
H -1.52260 1.41639 5.01415
H 2.59449 -0.96930 2.05073
H -0.82284 1.50963 -4.80433
H 2.28704 -1.42120 -4.48148
H 1.99167 -3.26416 -0.22550
H 1.38266 3.29560 -0.32131
H 0.99103 0.17553 -5.88113
H -0.06000 -2.54761 4.30338
H 2.93261 -1.30889 -1.58984
H -3.06742 -1.64422 1.68482
H -2.28947 -2.16043 0.18224
H 4.93190 0.24778 1.05214
H -1.30845 1.13812 -2.40147
H 3.33186 -1.55730 0.56834
H -4.06331 -2.30003 0.38791
H 5.48676 2.64379 0.72284
H 3.67677 4.19130 -0.02600
H -1.07026 -0.88618 5.85217
H 2.34779 -2.72035 -2.44863
H 1.29374 -2.79369 2.16755
H -4.73988 1.27558 -0.11725
H 0.38624 -2.80457 -0.83846
H -4.81627 0.01981 -1.33905
H -5.42637 -0.32912 0.27705
H -0.23837 -2.76101 1.28740
H -0.97910 1.94990 2.64590
```

## Properties
- E_HOMO (alpha / beta): -15.11 / -15.47 eV
- Spin multiplicity: 6
- Charge: +2
- Molar mass: 417.4 g mol⁻¹
- Energy above the lowest of the compared OMol25 structures with the same formula, charge and spin: 12.3 kcal/mol
- Orbital gap (alpha / beta): 10.04 / 9.81 eV

***

Which of these has the highest molar mass?
C76H90ClF36N12O4P6